Entry 1:
Entry from the Open Molecules 2025 dataset: a cluster of 2 separate species, C3H10N2S in total (ωB97M-V with the def2-TZVPD basis set).

## Properties
SMILES: C=CC.NSN
Strongest force on any atom, eV/Å: 4.9
ΔE to the lowest compared entry with this formula, charge and spin, kcal per mole: 60.6

Structure (XYZ):
```
16
Properties=species:S:1:pos:R:3:forces:R:3:mulliken_charge:R:1
C -1.4687 -0.1416 -0.7641 -1.470 2.431 -3.986 -0.893
H 2.5590 1.9097 -1.0541 -0.125 -0.830 0.134 0.242
C -0.8790 -0.5754 0.2917 1.198 -0.657 0.415 0.229
H -2.1446 0.7704 -0.8593 0.569 -1.438 0.917 0.214
H 1.3170 -1.7967 0.3859 0.782 -0.143 -0.351 0.245
H -0.3746 0.4744 2.1822 -0.389 -0.319 -1.320 0.224
H -1.1626 -0.4068 -1.7807 -0.010 -0.527 0.375 0.300
S 1.6968 0.4279 0.5409 1.803 1.371 -2.196 0.064
H -2.0619 0.5839 1.7250 0.376 -0.508 -0.640 0.318
C -1.1726 -0.0691 1.5905 -0.500 0.912 4.763 -1.041
H -0.0582 -1.2915 0.2192 -1.276 0.007 -0.206 0.239
H 1.3025 1.2321 -1.7025 -3.456 0.362 -1.804 0.216
N 2.0857 -1.1380 0.3462 0.184 -0.996 0.460 -0.321
H 3.0072 -1.4958 0.1038 -0.434 0.394 0.325 0.202
H -1.2973 -0.8888 2.3200 -0.430 -0.108 -0.321 0.273
N 2.0277 1.0272 -1.1306 3.177 0.049 3.435 -0.511
```
Forces are in eV/Å.

Entry 2:
Entry from the Open Molecules 2025 dataset: an isolated molecule of C23H18N4O2 (ωB97M-V with the def2-TZVPD basis set).

## Properties
SMILES: COc1ccccc1CNC(=O)c1ccc2nc3[nH]c4ccccc4c3nc2c1
Strongest force on any atom, eV/Å: 1.1
ΔE to the lowest compared entry with this formula, charge and spin, kcal per mole: 0.0

Structure (XYZ):
```
47
Properties=species:S:1:pos:R:3:forces:R:3:mulliken_charge:R:1
C -5.8207 -0.4348 1.8024 0.016 0.113 0.025 -0.616
H -5.5773 1.6631 2.1522 -0.036 0.079 0.054 0.387
H 1.0228 3.6800 1.7705 0.016 0.059 0.085 0.453
H -3.7309 1.8829 0.5351 0.019 0.101 -0.043 0.365
C 3.8148 1.1502 0.8653 -1.016 0.415 -0.154 -0.173
H -3.5308 1.3780 -2.2307 0.145 0.131 0.012 0.258
H -1.6512 -0.0911 -0.4782 -0.123 -0.085 -0.149 0.175
C 5.6379 -0.1219 0.6481 -0.083 -0.428 -0.490 -0.278
C 1.7936 2.0698 0.5942 -0.069 -0.292 -0.366 0.246
H 7.5669 -0.3601 1.5690 0.078 0.020 0.070 0.392
H 4.4286 -1.9326 -1.9741 -0.066 -0.050 -0.095 0.522
C 1.5395 1.1798 -0.4949 -0.064 0.365 0.345 0.422
C 7.2306 -1.7273 -0.0582 -0.009 0.085 0.082 -0.366
C 4.7467 -0.5665 -0.3562 0.489 -0.158 0.126 0.304
C 6.8858 -0.6995 0.8033 0.061 0.011 0.046 -0.716
C -3.7374 -0.1739 -0.0164 0.055 -0.197 -0.105 0.552
O -3.8272 -2.4627 -0.5396 0.083 0.354 0.056 -0.390
H 6.6673 -2.9751 -1.6999 0.020 -0.061 -0.054 0.388
N 2.4439 0.2582 -0.9005 0.575 -0.288 0.007 -0.679
C -5.2325 0.7993 1.6055 -0.081 0.044 0.114 -0.922
C -1.9240 2.3292 -1.5383 0.009 -0.044 -0.153 -0.127
C 6.3593 -2.1708 -1.0492 -0.021 -0.156 -0.171 -0.675
H -6.6330 -0.5448 2.5051 -0.068 -0.012 0.055 0.374
N 2.9600 2.0440 1.2844 0.645 -0.259 0.106 -0.720
C -4.3336 -1.4265 0.1919 0.000 0.218 0.074 0.304
H 5.4756 1.4002 2.1324 -0.081 -0.006 -0.054 0.200
H -5.8518 -2.4972 1.2746 -0.023 -0.101 -0.011 0.394
H 8.1988 -2.1950 0.0416 0.075 -0.032 0.013 0.379
C -4.1941 0.9205 0.6973 0.002 -0.155 -0.026 -0.069
H -5.4618 -3.7372 -0.6699 0.040 0.008 0.029 0.380
C -0.3748 3.0625 0.2726 0.108 0.051 0.123 -1.107
C 0.8072 3.0082 0.9543 -0.240 0.035 -0.097 -0.500
H 0.1485 0.5895 -2.0062 -0.041 -0.102 -0.065 0.563
H -4.2948 -4.1120 0.6313 -0.021 0.026 -0.036 0.358
N 5.0549 0.9040 1.3650 0.283 0.183 0.358 0.019
C -5.3765 -1.5446 1.1025 0.042 -0.305 -0.126 -0.570
C -2.6052 -0.0358 -1.0085 0.015 -0.324 0.093 -0.378
C 5.1117 -1.5978 -1.2098 0.041 0.113 0.144 -0.463
H -3.8532 -4.3873 -1.0709 -0.074 0.000 0.065 0.243
H -2.6503 -0.8678 -1.7175 0.130 0.118 0.129 0.361
C -4.4031 -3.7378 -0.3916 -0.083 -0.220 0.012 -0.962
C -0.6400 2.1727 -0.7887 0.299 -0.137 -0.147 0.640
C 3.5660 0.2434 -0.2327 -0.486 0.387 0.118 1.327
O -2.2704 3.4029 -1.9942 0.018 0.279 0.085 -0.657
H -1.1269 3.7933 0.5295 -0.046 0.086 0.023 0.475
C 0.3070 1.2555 -1.1715 -0.279 0.315 0.119 -0.101
N -2.6659 1.2127 -1.7305 -0.254 -0.181 -0.227 -0.015
```
Forces are in eV/Å.

| no. | E_tot (a.u.) |
| --- | --- |
| 1 | -627.89811 |
| 2 | -1256.82026 |